Here is 2 unconnected molecules or ions with the total composition C8H16Si in a non-equilibrium geometry from the OMol25 dataset. Energies are from ωB97M-V/def2-TZVPD.

Its net charge is 0.

Geometry as XYZ:
```
25
Properties=species:S:1:pos:R:3:forces:R:3
Si 0.9648 0.7922 0.8809 0.400 -0.076 -0.908
C 0.5870 2.4566 0.8551 -1.851 0.339 -0.263
C -0.2496 3.5039 0.7325 2.142 -2.494 -0.308
C -2.9753 -0.2705 -0.2556 -1.185 1.187 0.040
C -3.8934 -0.3144 0.7250 2.274 -1.194 -1.388
C 3.5911 -0.3942 0.6012 -1.244 -0.915 -3.170
C 2.3690 -0.0284 -0.2596 -1.988 -0.004 2.282
C -2.4231 -1.4542 -1.0418 0.575 0.421 1.217
C 1.7979 -1.2600 -0.9974 -2.447 1.631 1.543
H 4.2371 -0.7131 -0.2024 1.374 0.060 0.251
H -3.1194 -1.8364 -1.7824 -0.018 -0.090 -0.032
H 3.9552 0.3523 1.2294 0.740 1.088 0.914
H 3.3212 -1.3024 1.0657 -0.091 -0.854 1.286
H 0.1239 -0.0944 1.7761 0.543 0.337 -0.371
H 2.4238 -1.4744 -1.8034 0.709 -0.604 -1.552
H 0.7173 -1.0269 -1.2788 1.507 -0.360 -0.333
H -0.1738 4.3756 1.2837 0.322 1.668 1.341
H 1.6957 -2.1034 -0.3454 0.231 -0.657 0.432
H -4.0801 0.5003 1.3769 -0.652 0.597 0.174
H -1.4994 -1.1314 -1.5281 -0.205 -0.097 -0.239
H -0.9566 3.5678 -0.0540 -0.784 -0.289 -0.727
H 2.5677 0.6704 -1.0315 0.433 1.112 -0.425
H -4.1396 -1.3219 0.9365 -0.924 -0.733 1.002
H -2.7399 0.7584 -0.5548 0.675 -0.462 -0.164
H -2.1014 -2.2514 -0.3278 -0.537 0.387 -0.603
```
Positions in Å, forces in eV/Å.

Here is a molecular structure, C8H30B2O31 in a non-equilibrium geometry from the OMol25 dataset. Energies are from ωB97M-V/def2-TZVPD.

Its net charge is -2.

Geometry as XYZ:
```
71
Properties=species:S:1:pos:R:3:forces:R:3
O -11.6214 8.3370 10.3764 2.195 -1.934 -3.558
O -8.3960 12.0491 18.4057 2.171 2.186 -2.138
O -11.6969 9.8375 17.6025 -0.886 0.708 -2.674
O -11.9413 6.9469 16.8926 0.570 -3.764 -5.264
O -9.6661 13.6945 15.3098 1.351 -0.057 -2.834
O -12.0516 12.8739 22.2477 -1.839 -2.544 0.132
O -12.9456 10.5924 22.7873 2.390 6.697 6.876
O -13.2407 7.4769 19.3628 -1.295 2.478 -5.729
O -14.0381 11.9034 21.2164 -0.026 0.073 0.724
O -9.3570 8.7100 13.6486 -1.282 -1.424 -0.172
O -9.7690 15.2928 19.8040 -0.627 11.494 -7.455
O -10.7073 12.8730 18.7886 -0.884 -0.125 -0.204
O -10.2888 7.7808 19.9438 -3.424 -0.793 -2.252
O -11.1310 10.2168 19.6162 1.259 0.318 2.663
O -14.7343 7.8123 12.3380 2.229 0.019 -0.440
O -14.7720 10.5576 14.3786 3.671 -0.326 1.719
O -9.5228 13.8698 21.1728 -1.646 -3.300 9.403
O -13.8849 14.3956 24.7106 -0.317 2.558 0.638
O -16.2942 12.2426 16.3569 1.775 1.107 1.612
O -13.0535 8.7259 21.8610 0.210 -1.174 -1.111
O -9.3869 8.0595 17.0451 -3.549 -0.998 -14.669
O -11.4024 12.0256 16.9066 -2.959 0.205 -6.862
O -13.5016 10.8015 16.1974 0.607 0.549 1.203
O -14.0790 10.2454 19.7549 -0.992 -0.519 -1.155
O -11.5242 10.1074 15.2028 3.357 2.196 4.976
O -16.9894 11.6395 13.2693 -0.248 3.428 -0.362
O -12.1368 9.6217 13.2940 -0.979 -0.508 -4.665
O -14.0717 12.6213 23.5384 -0.303 -1.808 -1.941
O -11.5386 14.8288 23.0940 -1.244 -1.558 0.013
O -12.6324 14.7359 19.5534 0.478 2.150 0.463
O -8.1455 9.5955 19.7011 4.062 3.396 -1.906
C -12.3539 10.2099 14.2845 -1.390 -1.990 0.119
C -13.8710 10.6512 20.8592 -0.969 2.447 -5.021
C -11.0535 11.9517 18.0680 2.081 3.548 3.982
C -13.5623 13.8003 23.7388 -0.777 -1.690 2.906
C -12.3167 13.8623 22.9994 4.250 5.793 -0.680
C -11.1689 10.6213 18.5047 -2.018 -4.208 1.633
C -13.1853 9.9305 21.8287 -0.523 -8.030 -1.115
C -13.6467 10.5505 14.9570 -6.254 0.930 -3.906
B -12.0880 10.7042 16.4366 2.866 -1.133 2.040
B -13.2939 12.0085 22.4680 -0.191 -0.415 -0.272
H -15.9922 11.5928 15.7222 0.138 -0.344 -0.285
H -11.4576 9.0761 10.9141 0.437 1.615 1.332
H -12.2630 7.3544 17.5850 -4.576 2.625 5.939
H -9.2612 13.0709 20.8287 0.412 -3.242 -0.910
H -16.1732 11.1830 13.4590 0.551 -0.108 0.112
H -10.6580 6.9025 19.6080 1.110 1.264 0.878
H -11.1098 8.3324 19.5638 2.526 -0.981 1.606
H -9.6796 16.1861 20.2900 -0.160 -2.000 -1.468
H -16.7507 12.6520 13.3096 -0.617 -3.221 0.032
H -13.6092 8.4298 19.0483 1.142 -3.061 1.133
H -15.4424 8.0796 12.8832 -1.234 0.557 1.001
H -10.3900 13.8421 21.7696 2.705 -0.563 -1.542
H -15.4584 12.4741 16.8941 -2.026 -0.677 -1.236
H -10.2757 8.2633 13.6965 2.185 1.709 0.139
H -7.3860 9.0411 19.5443 0.026 -0.309 0.118
H -13.2317 7.6168 20.2489 0.143 0.719 4.670
H -9.3938 14.1383 16.0670 1.034 1.264 2.186
H -8.4896 11.2108 18.7480 -0.108 -3.103 1.522
H -10.8073 8.2845 9.7163 -2.629 0.296 2.326
H -11.8185 14.2334 19.3332 -0.319 0.739 0.152
H -8.9960 8.0584 17.7477 6.439 0.282 13.399
H -9.0567 12.5948 18.7887 -0.659 0.776 0.457
H -8.8245 9.1213 20.0162 -4.088 -3.280 1.836
H -9.3655 9.5431 14.1369 -0.642 -0.370 0.034
H -8.6033 7.7834 16.4147 -2.747 0.889 1.257
H -12.3230 15.6948 19.7401 -0.410 -2.763 -0.576
H -11.1369 7.3569 17.0442 3.853 0.854 -0.978
H -13.9428 8.2722 12.7208 -0.967 -0.507 -0.622
H -10.4795 13.3480 15.5614 -2.272 -1.123 0.639
H -9.7580 14.6971 20.4658 -0.148 -1.918 2.128
```
Positions in Å, forces in eV/Å.

Here is a single C16H17Cl2N3O3 molecule in a non-equilibrium geometry from the OMol25 dataset. Energies are from ωB97M-V/def2-TZVPD.

Its net charge is 0.

Geometry as XYZ:
```
41
Properties=species:S:1:pos:R:3:forces:R:3
Cl 8.6609 1.0293 -0.1043 0.231 0.061 0.023
Cl 4.4407 0.1281 -3.2433 0.255 0.040 -0.353
O 2.1873 -0.2429 -1.7060 0.469 0.204 0.126
O -0.5015 -2.1102 1.3948 0.226 -0.001 0.182
O -3.4106 2.6379 0.7442 -0.035 0.067 0.091
N -4.0611 -0.1783 0.7904 -0.083 -0.108 0.016
N 0.9237 -0.6539 -1.5194 -1.092 -0.405 0.278
N -1.4433 -1.6300 -0.6157 0.055 0.080 -0.172
C 4.3159 -0.1099 -0.5277 0.396 0.226 -0.328
C -2.9158 0.3808 1.4932 0.166 0.309 -0.099
C -3.7865 -0.8580 -0.4637 0.012 -0.149 0.074
C 2.0979 -1.0698 0.3396 0.320 0.301 -0.634
C 4.9299 -0.0501 0.7279 -0.053 0.022 -0.258
C -2.3912 1.6618 0.8358 0.082 -0.285 0.151
C -2.7990 -2.0230 -0.3126 -0.300 0.051 0.014
C -4.5298 2.1480 0.0364 -0.259 -0.201 -0.025
C 5.0935 0.1925 -1.6530 0.024 -0.038 0.420
C -5.0749 0.8581 0.6672 0.091 0.294 -0.073
C 0.8462 -1.1558 -0.3062 0.928 0.438 -0.315
C 6.4294 0.5398 -1.5192 0.061 0.020 0.087
C -0.4202 -1.6897 0.2569 -0.420 -0.062 -0.349
C 6.2559 0.2956 0.8709 0.101 0.001 -0.070
C 7.0048 0.5920 -0.2608 -0.426 -0.111 -0.071
C 2.9146 -0.4798 -0.5995 -0.920 -0.650 0.941
H -3.0898 -2.8297 -0.9933 0.008 0.034 0.120
H -5.2793 2.9404 0.0732 -0.013 -0.071 -0.083
H -4.2563 1.9698 -1.0159 -0.029 0.051 0.063
H -2.1257 -0.3603 1.5791 0.037 -0.033 0.089
H 4.3434 -0.2690 1.6053 -0.066 -0.007 0.109
H -1.5997 2.1096 1.4387 0.034 -0.075 -0.059
H 7.0122 0.7672 -2.3970 0.050 0.017 -0.069
H -3.4064 -0.1893 -1.2555 -0.071 -0.064 -0.028
H 6.7095 0.3399 1.8477 0.055 0.012 0.080
H 2.3241 -1.4118 1.3257 0.108 -0.068 0.229
H -3.2593 0.6265 2.5030 0.104 0.001 0.007
H -4.7464 -1.2570 -0.8046 0.072 0.041 -0.076
H -1.9907 1.4428 -0.1672 0.003 0.038 0.062
H -2.8147 -2.4024 0.7105 -0.045 -0.029 -0.118
H -5.4285 1.0838 1.6776 -0.076 0.050 -0.052
H -5.9132 0.4804 0.0788 -0.050 0.008 0.014
H -1.2460 -1.2532 -1.5317 0.051 -0.009 0.055
```
Positions in Å, forces in eV/Å.

Here is 4 unconnected molecules or ions with the total composition C4H16O6 in a non-equilibrium geometry from the OMol25 dataset. Energies are from ωB97M-V/def2-TZVPD.

Its net charge is 0.

Geometry as XYZ:
```
26
Properties=species:S:1:pos:R:3:forces:R:3
O 2.3632 -0.2438 -1.8660 0.732 2.470 0.690
O -3.9558 -0.4061 1.3361 -1.018 0.431 1.593
O 0.8797 2.1057 1.0694 -0.040 -0.043 0.999
O 0.1951 -1.0376 -1.0061 -1.505 1.538 0.667
O 3.3606 0.4949 0.6431 -1.548 -1.046 0.049
O -1.3047 0.4202 0.8026 0.242 0.935 0.767
C -2.4233 0.7482 -0.0338 -0.365 -0.685 1.503
C 2.4628 -1.5496 -1.4577 -0.481 -2.163 0.083
C -3.6239 0.9331 0.9464 1.032 -0.027 0.478
C 0.9824 -2.1150 -1.3211 1.764 -0.602 0.864
H 0.7230 -0.2265 -1.1502 -0.083 -0.303 -0.400
H 2.9429 -1.7409 -0.4997 0.072 0.731 0.228
H -2.1977 1.6180 -0.6369 -0.081 0.236 -0.150
H -3.2762 1.5248 1.8454 -0.207 -0.510 -0.931
H -0.7229 -0.2965 0.5175 -0.555 -0.327 -0.878
H 2.8035 0.3283 -1.1871 -0.461 -0.569 -0.459
H -4.5062 1.4440 0.5402 0.289 -0.076 -0.331
H -4.4460 -0.3689 2.2072 0.862 -0.091 -1.577
H 0.9246 -2.7749 -0.4185 0.240 -0.118 -1.086
H 2.6601 0.9627 1.1530 0.827 0.276 -0.613
H -2.6420 -0.1287 -0.6269 -0.171 0.015 -0.533
H 0.6208 -2.5967 -2.2212 -0.002 -0.297 -0.197
H 3.1136 -2.0243 -2.1821 -0.330 -0.835 -0.324
H 0.7953 2.4643 1.9745 0.141 -0.092 -0.675
H 0.0896 1.5220 1.0118 -0.038 0.110 -0.193
H 4.1817 0.9434 0.5604 0.683 1.042 0.425
```
Positions in Å, forces in eV/Å.

In eV, the HOMO-LUMO gap values for the records above are, in order, 8.7; 9.0; 8.0; 10.6.
In a.u., the DFT total energy values for the records above are, in order, -603.7301; -2705.3157; -1930.2328; -613.3945.
In eV, the LUMO energy values for the records above are, in order, 0.8243; 3.6622; -0.1671; 0.5913.